Formula: C2HN3O2
Source: the OMol25 dataset
Level of theory: ωB97M-V/def2-TZVPD

Molar mass (g mol⁻¹): 99.05
Spin multiplicity: 3
HOMO (alpha / beta) (eV): -9.20 / -11.41
Energy relative to the best compared isomer or geometry (same formula, charge and spin) (kJ/mol): 166.11
Lowest unoccupied orbital energy (alpha / beta) (eV): 0.5 / -4.2

CARTESIAN COORDINATES (ANGSTROEM)
O 2.29232 -1.21506 0.40283
O -0.60998 1.03777 1.19572
N -0.66775 0.26644 0.24608
N 0.23929 -0.43950 -0.24969
N -2.92329 -0.02968 -0.85879
C -1.89722 0.08847 -0.37767
C 1.58986 -0.34545 -0.00146
H 1.97677 0.63701 -0.35703